[1]
Computed, not measured: a single C7H13N3O molecule, with ωB97M-V with the def2-TZVPD basis set.

Each line ends with the Mulliken charge.
Atoms and positions in Å:
C1 0.007 -0.332 0.040  -0.626
C2 -1.336 0.767 -0.019  0.587
C3 1.913 0.523 1.357  -1.278
C4 1.538 1.253 -1.037  -1.241
C5 2.282 -1.212 -0.452  -1.755
C6 -3.711 0.082 -0.046  -0.910
C7 1.479 0.049 -0.039  2.186
N1 -0.475 -1.496 0.251  -0.517
N2 -1.824 -1.505 0.166  -0.414
N3 -2.295 -0.178 0.024  0.391
O1 -1.457 1.954 -0.228  -0.649
H1 2.705 1.330 1.163  0.320
H2 0.910 0.838 1.859  0.264
H3 2.427 -0.178 2.058  0.343
H4 2.018 0.924 -1.982  0.344
H5 2.134 1.972 -0.572  0.255
H6 0.512 1.638 -1.453  0.275
H7 3.310 -1.265 -0.104  0.402
H8 2.413 -1.430 -1.464  0.457
H9 1.786 -2.084 -0.073  0.403
H10 -4.101 -0.831 -0.562  0.349
H11 -4.093 0.215 0.986  0.270
H12 -3.750 1.052 -0.734  0.290
H13 -2.389 -2.085 0.861  0.252

Net charge   0
Frontier orbital gap   0.3454 Ha
LUMO energy   0.75 eV
Structure (SMILES)   Cn1[nH]nc(C(C)(C)C)c1=O
HOMO energy   -8.653 eV

=====

[2]
Computed, not measured: 2 unconnected molecules or ions with the total composition C7H13N3O, with ωB97M-V with the def2-TZVPD basis set.

Each line ends with the Mulliken charge.
Atoms and positions in Å:
C1 -3.919 0.290 0.506  0.028
C2 -2.337 -0.517 -0.864  -0.054
C3 3.503 0.824 -0.534  -0.959
C4 1.162 -1.029 1.037  -0.732
C5 -1.658 1.498 0.470  -0.783
C6 3.293 -0.702 -0.236  -0.674
C7 1.737 -0.759 -0.117  0.694
N1 -4.441 -0.710 -0.024  -0.674
N2 -3.491 -1.211 -0.810  0.181
N3 -2.650 0.508 0.028  0.043
O1 1.004 -0.601 -1.211  -0.528
H1 -4.487 1.077 1.132  0.296
H2 3.281 1.369 0.346  0.310
H3 2.846 1.071 -1.362  0.291
H4 4.628 1.060 -0.870  0.279
H5 1.724 -1.361 1.945  0.225
H6 -3.584 -2.073 -1.224  0.154
H7 0.060 -0.815 1.226  0.163
H8 -1.289 1.036 1.414  0.350
H9 -0.823 1.562 -0.298  0.250
H10 -2.157 2.383 0.861  0.297
H11 3.771 -1.308 -0.999  0.305
H12 3.769 -1.200 0.589  0.342
H13 0.057 -0.393 -1.004  0.196

Net charge   0
Frontier orbital gap (alpha / beta)   0.2121 / 0.2360 Ha
LUMO energy (alpha / beta)   0.84 / -2.26 eV
Multiplicity   3
HOMO energy (alpha / beta)   -4.927 / -8.687 eV

=====

[3]
Computed, not measured: 2 unconnected molecules or ions with the total composition C7H13N3O2, with ωB97M-V with the def2-TZVPD basis set.

Each line ends with the Mulliken charge.
Atoms and positions in Å:
C1 -4.993 -0.708 -0.957  -0.525
C2 -3.803 -0.155 -0.210  0.255
C3 -2.802 0.384 0.189  -0.147
C4 -1.465 0.996 0.070  -0.218
C5 2.775 -0.178 1.056  -0.093
C6 3.571 0.231 0.087  -0.132
C7 4.804 -0.526 -0.148  -0.183
H1 -6.915 -1.147 -0.438  0.215
H2 -5.690 -2.104 0.536  0.224
H3 -5.313 0.100 -1.590  0.331
H4 -4.486 -1.455 -1.600  0.215
H5 -1.122 1.485 1.028  0.168
H6 -0.651 0.259 -0.219  0.195
H7 -2.055 2.760 -0.507  0.312
H8 1.264 -0.166 2.460  0.221
H9 1.562 1.334 1.579  0.233
H10 3.085 -1.089 1.556  0.184
H11 3.313 1.082 -0.540  0.323
H12 5.021 -1.316 0.530  0.338
H13 7.458 -0.196 -1.609  0.352
N1 -5.975 -1.213 -0.001  -0.519
N2 1.613 0.293 1.588  -0.435
N3 5.627 0.007 -0.977  -0.412
O1 -1.651 1.971 -0.889  -0.517
O2 6.829 -0.651 -0.994  -0.384

Net charge   0
Frontier orbital gap   0.3139 Ha
LUMO energy   0.67 eV
Structure (SMILES)   N/C=C/C=N/O.NCC#CCO
HOMO energy   -7.868 eV

=====

[4]
Computed, not measured: 2 unconnected molecules or ions with the total composition C7H13N3O2, with ωB97M-V with the def2-TZVPD basis set.

Each line ends with the Mulliken charge.
Atoms and positions in Å:
C1 -4.213 -1.430 -0.280  0.526
C2 1.608 -0.749 -0.296  -0.594
C3 1.017 -0.785 1.110  -0.700
C4 1.407 0.630 -0.915  -0.630
C5 -0.468 -0.446 1.071  -0.348
C6 -0.075 0.981 -0.976  -0.889
C7 -0.695 0.919 0.428  0.250
N1 -3.399 -2.288 -0.149  -0.411
N2 -2.472 2.335 0.214  0.098
N3 -2.116 1.154 0.356  -0.150
O1 -5.068 -0.657 -0.219  -0.425
O2 -1.796 3.362 0.114  -0.574
H1 2.672 -0.988 -0.261  0.317
H2 1.113 -1.495 -0.920  0.298
H3 1.159 -1.772 1.554  0.323
H4 1.538 -0.062 1.742  0.354
H5 1.934 1.375 -0.316  0.339
H6 1.826 0.657 -1.922  0.312
H7 -1.012 -1.191 0.488  -0.008
H8 -0.888 -0.442 2.078  0.318
H9 -0.204 1.987 -1.380  0.381
H10 -0.606 0.280 -1.627  0.254
H11 -0.232 1.710 1.036  0.393
H12 -2.671 -2.685 -0.697  0.288
H13 -3.505 2.442 0.190  0.279

Net charge   0
Frontier orbital gap   0.3829 Ha
LUMO energy   0.64 eV
Structure (SMILES)   [O-]/[NH+]=N\C1CCCCC1.N=C=O
HOMO energy   -9.776 eV

=====

E_tot / hartree: -513.926168 -513.745195 -589.073608 -589.210491